A molecular structure, C34H39BrF6N4O3Ta at a distorted geometry. Source: the Open Molecules 2025 dataset; level of theory: wB97M-V/def2-TZVPD.

Structure (XYZ):
```
88
Properties=species:S:1:pos:R:3
Ta -0.47 -0.19 -0.26
C 1.61 1.74 3.55
C 1.62 0.24 3.64
C 1.60 -0.36 4.90
C 1.61 -1.73 5.05
C 1.65 -2.55 3.93
C 1.66 -2.00 2.65
C 1.70 -2.87 1.43
C 1.65 -0.61 2.53
N 1.56 -0.05 1.21
C 2.49 0.70 0.77
C 3.82 0.92 1.42
C 2.21 1.44 -0.52
C 3.25 2.34 -1.07
N 1.05 1.28 -1.05
C 0.69 1.98 -2.27
C 1.13 1.51 -3.51
C 2.16 0.43 -3.64
C 0.65 2.16 -4.64
C -0.22 3.24 -4.54
C -0.58 3.72 -3.29
C -0.13 3.10 -2.13
C -0.48 3.64 -0.77
H 1.04 2.16 4.38
H 1.16 2.10 2.62
H 2.62 2.14 3.63
H 1.56 0.28 5.78
H 1.59 -2.17 6.04
H 1.66 -3.63 4.03
H 1.75 -3.92 1.71
H 2.56 -2.65 0.81
H 0.80 -2.74 0.82
H 3.93 0.28 2.29
H 3.95 1.96 1.72
H 4.62 0.69 0.71
H 3.57 3.05 -0.31
H 2.89 2.89 -1.94
H 4.14 1.76 -1.36
H 2.10 -0.31 -2.84
H 3.17 0.87 -3.63
H 2.06 -0.09 -4.59
H 0.97 1.81 -5.62
H -0.59 3.72 -5.43
H -1.21 4.60 -3.21
H -0.85 4.66 -0.85
H 0.38 3.64 -0.10
H -1.25 3.03 -0.29
C -3.35 1.78 -2.30
C -3.35 0.98 -1.00
C -3.83 1.85 0.17
C -4.26 -0.24 -1.13
N -2.00 0.51 -0.74
H -4.37 2.06 -2.57
H -2.93 1.18 -3.11
H -2.76 2.69 -2.21
H -4.84 2.21 -0.05
H -3.19 2.71 0.34
H -3.87 1.26 1.09
H -5.30 0.09 -1.21
H -4.17 -0.88 -0.25
H -4.01 -0.83 -2.01
Br -2.06 -3.59 6.24
C -1.98 -1.87 5.46
C -2.18 -0.74 6.24
N -2.11 0.49 5.76
C -1.84 0.64 4.47
C -1.62 -0.44 3.62
C -1.71 -1.73 4.12
C -1.22 -0.21 2.22
O -1.11 -1.22 1.42
O -0.92 0.92 1.77
H -2.39 -0.84 7.30
H -1.78 1.66 4.09
H -1.54 -2.58 3.47
C -0.77 -2.38 -3.78
C -0.16 -2.61 -2.40
O -0.04 -1.41 -1.71
C 1.24 -3.27 -2.52
F 1.94 -2.73 -3.52
F 1.96 -3.11 -1.40
F 1.15 -4.58 -2.76
C -1.09 -3.50 -1.56
F -1.36 -4.65 -2.17
F -0.56 -3.75 -0.36
F -2.25 -2.85 -1.36
H -0.17 -1.65 -4.32
H -1.78 -1.99 -3.66
H -0.81 -3.31 -4.36
```

Computed properties:
**Net charge**: +1
**E_HOMO**: -11.7 eV
**LUMO**: -4.272 eV
**Electronic energy**: -4993.99855 a.u.
**Relative energy (zero: lowest compared OMol25 entry of this formula, charge and spin)**: 46.0 kJ/mol
**2S+1**: 1
**Gap between HOMO and LUMO**: 7.38 eV

Population analysis type Mulliken, resulting atomic charges in e:
1 Ta 1.28
2 C -1.77
3 C 1.67
4 C -0.72
5 C -1.04
6 C -0.95
7 C 0.94
8 C -1.39
9 C -0.79
10 N 0.45
11 C 1.39
12 C -2.67
13 C 1.27
14 C -2.37
15 N -0.11
16 C -0.86
17 C 1.34
18 C -1.42
19 C -1.03
20 C -1.08
21 C -0.36
22 C 0.68
23 C -1.17
24 H 0.56
25 H 0.11
26 H 0.37
27 H 0.52
28 H 0.49
29 H 0.45
30 H 0.59
31 H 0.35
32 H 0.00
33 H 0.37
34 H 0.44
35 H 0.64
36 H 0.52
37 H 0.43
38 H 0.42
39 H 0.00
40 H 0.38
41 H 0.52
42 H 0.51
43 H 0.44
44 H 0.45
45 H 0.51
46 H 0.30
47 H -0.07
48 C -1.40
49 C 1.52
50 C -1.50
51 C -1.62
52 N 0.77
53 H 0.52
54 H 0.25
55 H 0.24
56 H 0.51
57 H 0.26
58 H 0.25
59 H 0.49
60 H 0.33
61 H 0.26
62 Br -0.12
63 C -0.27
64 C -0.15
65 N -0.66
66 C -0.26
67 C 0.07
68 C -0.21
69 C 0.62
70 O -0.85
71 O -0.54
72 H 0.41
73 H 0.68
74 H 0.66
75 C -1.79
76 C 1.20
77 O 0.15
78 C 0.46
79 F -0.25
80 F -0.05
81 F -0.29
82 C 0.29
83 F -0.27
84 F -0.23
85 F -0.14
86 H 0.28
87 H 0.37
88 H 0.42


A molecular structure, C34H39BrHgN4O2P2 at a distorted geometry. Source: the Open Molecules 2025 dataset; level of theory: wB97M-V/def2-TZVPD.

Structure (XYZ):
```
83
Properties=species:S:1:pos:R:3
Hg -0.67 2.24 -2.06
C 3.37 1.64 1.94
C 3.00 0.75 1.02
C 1.85 -0.18 1.16
C 0.44 0.49 1.14
C 0.00 1.08 2.46
C 0.67 1.17 3.62
C 2.04 0.70 3.97
C 3.26 1.51 3.44
C 0.35 3.71 -0.69
H 3.84 2.58 1.59
H 3.40 0.81 0.00
H 1.88 -0.83 2.03
H 1.93 -0.81 0.29
H 0.42 1.20 0.29
H -0.34 -0.26 0.91
H -1.04 1.43 2.44
H 0.14 1.66 4.45
H 2.15 -0.35 3.70
H 2.09 0.76 5.07
H 3.22 2.53 3.85
H 4.18 1.03 3.84
H 1.33 4.17 -0.95
H 0.53 3.37 0.36
H -0.32 4.58 -0.59
P -3.41 -1.43 -0.28
P -1.04 -2.71 -2.38
N -3.90 -1.59 1.41
N -5.08 -1.53 -0.89
N -0.08 -3.52 -1.11
N -0.44 -3.78 -3.64
C -3.07 -3.25 -0.49
C -2.61 -3.60 -1.93
C -3.75 -0.55 2.33
C -4.27 -0.96 3.55
C -4.80 -2.28 3.38
C -4.56 -2.65 2.05
C -5.67 -0.50 -1.64
C -6.99 -0.86 -1.93
C -7.22 -2.14 -1.34
C -6.05 -2.53 -0.72
C 0.75 -2.73 -0.32
C 1.24 -3.49 0.73
C 0.70 -4.81 0.60
C -0.14 -4.79 -0.52
C -0.12 -5.15 -3.65
C 0.20 -5.53 -4.96
C 0.06 -4.35 -5.78
C -0.32 -3.31 -4.96
H -3.95 -3.88 -0.26
H -2.29 -3.50 0.23
H -2.48 -4.69 -2.04
H -3.38 -3.28 -2.66
H -3.29 0.37 2.03
H -4.30 -0.39 4.47
H -5.30 -2.91 4.11
H -4.79 -3.57 1.53
H -5.11 0.37 -1.90
H -7.71 -0.29 -2.49
H -8.14 -2.73 -1.35
H -5.81 -3.44 -0.18
H 0.88 -1.72 -0.63
H 1.91 -3.17 1.52
H 0.88 -5.68 1.23
H -0.75 -5.58 -0.95
H -0.11 -5.73 -2.75
H 0.49 -6.52 -5.27
H 0.23 -4.32 -6.85
H -0.52 -2.27 -5.18
Br 4.39 5.13 1.99
C 5.29 6.20 0.72
C 6.50 6.81 1.12
C 7.08 7.80 0.33
C 6.49 8.14 -0.90
C 5.36 7.45 -1.34
C 4.75 6.45 -0.56
C 3.52 5.71 -1.10
O 2.93 6.26 -2.06
O 3.27 4.62 -0.51
H 6.96 6.50 2.06
H 7.98 8.31 0.68
H 6.92 8.93 -1.52
H 4.92 7.70 -2.31
```

Computed properties:
**Net charge**: 0
**E_HOMO (spin up / spin down)**: -8.3 / -7.5 eV
**LUMO (spin up / spin down)**: -1.480 / -3.637 eV
**Electronic energy**: -5098.38890 a.u.
**2S+1**: 1
**Gap between HOMO and LUMO (spin up / spin down)**: 6.81 / 3.88 eV

Population analysis type Mulliken, resulting atomic charges in e:
1 Hg 0.26
2 C -0.14
3 C -0.97
4 C -0.46
5 C 2.12
6 C -0.59
7 C -0.41
8 C -0.89
9 C -0.27
10 C -1.00
11 H -0.22
12 H 0.41
13 H -0.07
14 H 0.44
15 H -0.63
16 H -0.33
17 H 0.32
18 H 0.36
19 H 0.30
20 H 0.41
21 H 0.28
22 H 0.32
23 H 0.29
24 H 0.17
25 H 0.44
26 P -0.02
27 P -0.16
28 N 0.46
29 N 0.44
30 N 0.24
31 N 0.34
32 C -0.61
33 C -1.19
34 C -0.52
35 C -0.66
36 C -0.71
37 C -0.07
38 C -0.47
39 C -0.66
40 C -0.63
41 C -0.05
42 C -0.72
43 C -0.25
44 C -1.34
45 C -0.06
46 C -0.16
47 C -0.53
48 C -0.63
49 C -0.37
50 H 0.17
51 H 0.60
52 H 0.47
53 H 0.53
54 H 0.41
55 H 0.41
56 H 0.43
57 H 0.29
58 H 0.43
59 H 0.41
60 H 0.42
61 H 0.17
62 H 0.78
63 H 0.46
64 H 0.42
65 H 0.45
66 H 0.23
67 H 0.44
68 H 0.41
69 H 0.39
70 Br -0.12
71 C 0.25
72 C -0.58
73 C -0.41
74 C -0.55
75 C -0.36
76 C 0.33
77 C 0.69
78 O -0.63
79 O -0.33
80 H 0.41
81 H 0.36
82 H 0.37
83 H 0.42